Version a
The following is a DFT calculation (ωB97M-V/def2-TZVPD) of the ion C4H5O4P with charge -2.

XYZ file:
```
14
C4H5O4P ωB97M-V/def2-TZVPD
C -1.73608 -1.06570 0.62442
C -0.72585 -0.43647 0.11472
C 0.72378 -0.96259 0.02355
C -0.99725 0.94479 -0.53810
O 3.41430 -0.18797 0.39407
O 1.48140 1.38657 1.02604
O 1.02810 -2.20216 -0.19196
O 1.98762 0.97080 -1.44972
P 2.11256 0.45474 0.05323
H -2.65465 -0.59871 0.80805
H -1.72832 -2.11391 1.06477
H 0.04758 1.36825 -0.41970
H -1.73142 1.52618 0.04150
H -1.22178 0.91619 -1.55086
```

Computed properties:
E_HOMO, eV: 0.3
M, g/mol: 148.05
Lowest unoccupied orbital energy, eV: 6.3
Gap between HOMO and LUMO, eV: 6.01
Net charge: -2
SMILES: C=C(C)C(=O)P(=O)([O-])[O-]


Version b
The following is a DFT calculation (ωB97M-V/def2-TZVPD) of the ion C4H5O4P with charge -2.

XYZ file:
```
14
C4H5O4P ωB97M-V/def2-TZVPD
C 0.73911 -1.04621 0.87711
C 0.61697 0.09439 0.21044
C -0.65385 0.85228 0.14049
C 1.72256 0.66725 -0.63916
O -3.27638 0.48548 -0.71522
O -2.26295 -0.74754 1.29938
O -0.69037 2.04653 0.41300
O -1.59401 -1.40493 -1.09926
P -2.12249 -0.32768 -0.17020
H 1.64381 -1.65005 0.82943
H -0.09714 -1.42729 1.43088
H 1.44017 0.61415 -1.69123
H 2.66110 0.12381 -0.49909
H 1.87344 1.71981 -0.38657
```

Computed properties:
E_HOMO, eV: 0.6
M, g/mol: 148.05
Lowest unoccupied orbital energy, eV: 6.4
Gap between HOMO and LUMO, eV: 5.74
Net charge: -2
SMILES: C=C(C)C(=O)P(=O)([O-])[O-]


Least stable structure: version a


Version a
The following is a DFT calculation (ωB97M-V/def2-TZVPD) of a cluster of 13 separate species, C13H52O13 in total.

XYZ file:
```
78
C13H52O13 ωB97M-V/def2-TZVPD
C -1.51344 3.00515 4.09833
O -1.01016 1.67013 4.15853
H -1.25437 3.60977 4.96631
H -1.14193 3.50127 3.19334
H -2.60747 2.98961 4.04935
H -1.61989 1.19335 3.58818
C -0.85658 0.31294 -0.07049
O -1.37608 -0.82224 -0.77330
H -0.95280 0.29094 1.01122
H 0.21127 0.17906 -0.29350
H -1.12763 1.31722 -0.41133
H -1.04290 -0.66884 -1.67007
C 0.80523 -0.20597 -3.41335
O -0.21212 -1.21360 -3.35825
H 0.57997 0.68272 -2.82738
H 1.77662 -0.59736 -3.09905
H 1.05948 0.08136 -4.43784
H -0.46308 -1.45000 -4.25596
C 3.55729 -1.74880 0.26299
O 2.93697 -1.13634 -0.84139
H 3.05738 -1.60302 1.22162
H 3.47430 -2.81634 0.05100
H 4.62201 -1.50840 0.31732
H 2.81885 -0.17016 -0.75339
C 4.36349 2.26807 0.13858
O 3.26240 1.54775 -0.40236
H 4.36225 3.34740 -0.06507
H 4.31508 2.21215 1.23213
H 5.33235 1.91129 -0.20829
H 2.60250 1.67108 0.30252
C 1.52345 3.98219 1.35045
O 0.94866 2.77311 0.91232
H 2.01215 3.86068 2.32417
H 2.29559 4.35750 0.67881
H 0.81363 4.77483 1.61324
H 0.82249 2.83294 -0.05236
C 2.15545 0.05565 3.41822
O 1.31299 0.31394 2.32040
H 3.21922 0.22998 3.21712
H 1.87338 0.66161 4.28149
H 2.08141 -1.00094 3.67119
H 1.21255 1.25358 2.13048
C -0.63680 4.20459 -1.69141
O 0.57418 3.46714 -1.75770
H -0.48992 5.26925 -1.90333
H -1.28870 3.81933 -2.48123
H -1.10409 4.09611 -0.71426
H 0.75488 3.19048 -2.65599
C 0.67738 -2.94642 0.81134
O -0.60653 -3.52523 0.97000
H 1.49532 -3.54061 1.20565
H 0.84513 -2.89719 -0.27275
H 0.72830 -1.89898 1.11883
H -1.26238 -2.99795 0.50439
C -2.42140 -1.55454 2.95001
O -2.67257 -2.93218 3.09062
H -1.48917 -1.12130 3.31688
H -2.67966 -1.30367 1.90987
H -3.19623 -0.98045 3.47934
H -1.85869 -3.43604 2.96978
C -3.19848 1.29806 -3.52194
O -4.13465 1.55314 -2.49427
H -3.70862 1.28452 -4.49406
H -2.55715 2.17377 -3.63177
H -2.66061 0.36413 -3.35451
H -4.66287 0.76682 -2.32766
C -3.58870 -3.43955 -0.38706
O -3.90525 -2.11257 -0.74019
H -2.83228 -3.95116 -0.98870
H -3.38652 -3.55755 0.68545
H -4.51804 -4.00839 -0.51264
H -3.09864 -1.56937 -0.71021
C 0.70219 -4.50812 -2.66997
O -0.60917 -3.99984 -2.43392
H 1.42629 -3.70838 -2.79770
H 0.97976 -5.21818 -1.88818
H 0.68832 -5.16967 -3.54430
H -0.53460 -3.05531 -2.61435
```

Computed properties:
E_HOMO, eV: -9.2
M, g/mol: 416.55
Lowest unoccupied orbital energy, eV: 0.1
Gap between HOMO and LUMO, eV: 9.34
Net charge: 0


Version b
The following is a DFT calculation (ωB97M-V/def2-TZVPD) of a cluster of 13 separate species, C13H52O13 in total.

XYZ file:
```
78
C13H52O13 ωB97M-V/def2-TZVPD
C 1.63222 0.43609 -1.65644
O 2.35819 -0.67293 -2.17033
H 1.96509 0.66928 -0.61404
H 1.70386 1.24090 -2.38653
H 0.48729 0.32868 -1.50694
H 2.57319 -1.31894 -1.42394
C -0.11027 4.42084 -2.98068
O -1.09449 3.48445 -3.18922
H 0.68843 4.04227 -2.36405
H 0.21653 4.85380 -3.90077
H -0.46748 5.30113 -2.43276
H -1.28881 3.02288 -2.37004
C -0.37922 -4.10520 -0.56646
O 0.29467 -3.74655 0.66496
H -0.19844 -3.30332 -1.30048
H 0.15427 -4.95538 -1.03021
H -1.46230 -4.32737 -0.50275
H -0.27496 -3.90211 1.40269
C -1.76580 -1.83766 -4.29347
O -1.02664 -1.59454 -3.03814
H -2.04413 -0.88094 -4.73223
H -1.13994 -2.47754 -4.96539
H -2.69454 -2.39171 -3.92185
H -0.07333 -1.44364 -3.32869
C 3.38148 -2.05748 1.18607
O 2.80201 -2.51029 -0.07893
H 4.01402 -2.80077 1.64255
H 3.99042 -1.19250 0.92594
H 2.59619 -1.70358 1.85642
H 2.05914 -3.15975 0.18822
C 2.34942 1.42850 3.93525
O 1.76465 0.44285 3.19590
H 3.21008 1.84564 3.38431
H 1.68303 2.25309 4.21490
H 2.76767 0.94910 4.83978
H 1.43398 0.83774 2.39563
C -2.54230 3.48201 2.24109
O -1.37022 3.30679 1.46397
H -3.22778 2.59563 2.14244
H -2.28851 3.34600 3.26201
H -3.05993 4.37548 2.05520
H -1.65283 3.28116 0.51868
C -1.19971 -4.76772 3.39533
O -1.49843 -3.62723 2.62201
H -1.81220 -4.77449 4.30106
H -1.45225 -5.69312 2.86130
H -0.17811 -4.81663 3.75791
H -0.96275 -2.92955 3.03982
C -3.61819 3.27381 -1.51916
O -2.33385 2.79542 -0.99402
H -3.66773 3.39101 -2.55785
H -4.44631 2.62358 -1.16717
H -3.88445 4.28414 -1.15336
H -2.30009 1.89794 -0.67949
C -1.78103 -0.45204 -0.15783
O -2.14361 0.25102 -1.32790
H -0.80051 -0.87887 -0.12212
H -1.84805 0.21356 0.72972
H -2.49944 -1.27223 0.01586
H -1.77244 -0.09814 -2.09733
C 1.67642 -0.35095 -5.59335
O 1.50774 -1.47433 -4.74045
H 2.11064 0.51858 -5.04161
H 2.37334 -0.51360 -6.40137
H 0.73013 0.01066 -5.91138
H 1.92285 -1.41842 -3.88546
C 2.31253 3.39109 0.71775
O 1.36575 2.54871 1.42763
H 3.29401 3.02189 0.80113
H 2.07945 3.46178 -0.34665
H 2.22077 4.35748 1.20875
H 0.47707 2.96036 1.41232
C -0.01967 -2.11539 5.43790
O -0.39678 -1.59989 4.14568
H 0.31274 -3.15426 5.27428
H 0.81010 -1.54929 5.80515
H -0.87049 -2.01095 6.12995
H 0.32866 -1.06603 3.85125
```

Computed properties:
E_HOMO, eV: -9.7
M, g/mol: 416.55
Lowest unoccupied orbital energy, eV: 0.7
Gap between HOMO and LUMO, eV: 10.35
Net charge: 0


Version c
The following is a DFT calculation (ωB97M-V/def2-TZVPD) of a cluster of 13 separate species, C13H52O13 in total.

XYZ file:
```
78
C13H52O13 ωB97M-V/def2-TZVPD
C -5.25703 2.71527 -6.86491
O -5.22221 3.18344 -8.20153
H -6.11682 2.06679 -6.69655
H -4.38650 2.12894 -6.57081
H -5.36047 3.59104 -6.22426
H -5.49815 2.45113 -8.75757
C -6.27371 -1.27599 2.28944
O -5.67076 -2.20479 1.31767
H -7.35592 -1.40435 2.26867
H -5.90488 -1.42049 3.30492
H -6.03058 -0.23126 2.09572
H -6.18831 -3.01334 1.31790
C -0.48360 -0.95313 8.24139
O 0.33811 -1.37198 7.19980
H 0.20237 -0.62351 9.02171
H -1.05655 -0.12227 7.82971
H -1.09428 -1.73721 8.68904
H 0.84203 -2.13086 7.50272
C -5.46910 -4.40150 -5.74115
O -6.78142 -4.19648 -6.18471
H -5.45665 -5.30373 -5.12967
H -4.87767 -4.52628 -6.64820
H -5.15002 -3.57283 -5.10900
H -7.03449 -4.97054 -6.69303
C 3.17917 -4.07101 -4.15803
O 3.44294 -5.47649 -4.20997
H 3.64040 -3.54348 -4.99294
H 2.11488 -3.85182 -4.24379
H 3.46519 -3.67487 -3.18368
H 3.12272 -5.86898 -5.02545
C -0.20516 0.05844 0.39814
O -1.18991 0.24288 -0.57149
H 0.65766 0.70222 0.22725
H -0.69893 0.33679 1.32917
H 0.09381 -0.98584 0.48870
H -1.96349 -0.28090 -0.35053
C 7.03769 2.68833 -1.55760
O 8.42726 2.88501 -1.38022
H 6.91833 1.92579 -2.32726
H 6.68808 2.32747 -0.59031
H 6.47475 3.56665 -1.87345
H 8.55543 3.51917 -0.67098
C 4.82035 2.87149 6.76941
O 3.59106 2.94842 5.99193
H 5.53488 3.66828 6.56285
H 4.58948 2.95399 7.83147
H 5.33193 1.92947 6.57195
H 3.09258 2.14439 6.15520
C 3.93783 7.50452 1.47843
O 2.95042 6.51175 1.49351
H 4.92381 7.04921 1.38550
H 3.77470 8.21924 0.67180
H 3.86674 8.13140 2.36728
H 3.19109 5.94166 2.22745
C 1.03994 4.55855 -5.14604
O 1.21763 3.12031 -4.99136
H 1.51050 4.94051 -6.05201
H -0.00669 4.85268 -5.22449
H 1.42229 5.06386 -4.25915
H 0.66593 2.76469 -4.29081
C -3.23350 6.30610 -0.38128
O -2.45719 7.38430 0.15031
H -3.97049 6.64770 -1.10810
H -2.66040 5.57698 -0.95403
H -3.77234 5.78011 0.40680
H -1.67765 6.96293 0.51957
C -1.10953 -7.81716 -0.50778
O -2.14810 -8.52302 0.20775
H -1.14593 -6.75931 -0.24752
H -0.10736 -8.15913 -0.24935
H -1.28360 -7.94383 -1.57631
H -2.07436 -8.45443 1.16245
C 2.66344 -6.57685 5.23023
O 2.92323 -6.15447 6.54242
H 3.42510 -6.22449 4.53466
H 2.50212 -7.65163 5.14704
H 1.78932 -6.01527 4.90063
H 2.40834 -6.72828 7.11447
```

Computed properties:
E_HOMO, eV: -10.3
M, g/mol: 416.55
Lowest unoccupied orbital energy, eV: 0.2
Gap between HOMO and LUMO, eV: 10.42
Net charge: 0


Least stable structure: version c


Version a
The following is a DFT calculation (ωB97M-V/def2-TZVPD) of a cluster of 3 separate species, C3H14NO3S in total.

XYZ file:
```
22
C3H14NO3S ωB97M-V/def2-TZVPD
C 0.20113 0.50752 1.99695
O -0.61427 1.64634 1.96496
C 0.36180 0.14422 0.49737
C 0.98405 -1.18274 0.24956
S 2.47536 -0.97449 -0.77554
N -1.00445 0.09561 -0.09791
H 1.19150 0.53521 2.45419
H -0.47049 -0.23374 2.66417
H -0.14782 2.41107 2.29770
H 0.98877 1.02605 0.00633
H 1.19266 -1.80489 1.13807
H 0.28962 -1.78271 -0.55747
H 2.26541 0.34594 -1.22051
H -1.05530 0.25392 -1.21061
H -1.54776 -0.82629 0.10492
H -1.63909 0.77545 0.29622
H -2.89086 -2.41952 -0.73761
H -3.52457 -2.04614 0.35212
O -2.62236 -1.99679 0.07919
H -0.42814 3.09620 -2.48916
H -1.97146 2.54045 -2.87183
O -1.02699 2.38013 -2.49363
```

Computed properties:
E_HOMO, eV: -12.4
M, g/mol: 144.22
Lowest unoccupied orbital energy, eV: -3.1
Gap between HOMO and LUMO, eV: 9.29
Net charge: +1


Version b
The following is a DFT calculation (ωB97M-V/def2-TZVPD) of a cluster of 3 separate species, C3H14NO3S in total.

XYZ file:
```
22
C3H14NO3S ωB97M-V/def2-TZVPD
C 0.85534 -1.29201 -0.83430
O 0.91478 -2.12205 0.27256
C 0.76366 0.12793 -0.25389
C 0.80174 1.04113 -1.55149
S 1.22971 2.73801 -1.01653
N -0.39839 0.45067 0.63010
H 1.83065 -1.22474 -1.49286
H 0.00042 -1.64797 -1.45035
H 1.72830 -2.70501 0.31624
H 1.64073 0.36183 0.43750
H 1.67610 0.89022 -2.31773
H -0.11578 0.95759 -2.06931
H 1.59756 3.28487 -2.22904
H -0.30506 0.07791 1.72444
H -0.61092 1.49961 0.69760
H -1.27763 0.15110 0.09409
H -3.02353 -1.12304 -1.13158
H -2.95036 -0.31378 -2.38686
O -2.34650 -0.56895 -1.66262
H -1.11261 -0.81983 4.55802
H -0.44839 0.39669 5.25276
O -0.44981 -0.16018 4.41326
```

Computed properties:
E_HOMO, eV: -12.6
M, g/mol: 144.22
Lowest unoccupied orbital energy, eV: -3.1
Gap between HOMO and LUMO, eV: 9.46
Net charge: +1


Least stable structure: version a


Version a
The following is a DFT calculation (ωB97M-V/def2-TZVPD) of the molecule C3H5NO4.

XYZ file:
```
13
C3H5NO4 ωB97M-V/def2-TZVPD
C 0.82167 -0.98739 0.40251
C 0.07180 -0.39530 -0.51162
C -0.51204 0.97489 -0.37010
N -2.02766 0.49319 0.23941
O -2.04084 0.38189 1.44213
O -2.90849 0.30065 -0.54516
O -0.00776 1.82567 0.56341
O -0.73633 1.55919 -1.56124
H 1.15122 -2.00237 0.27801
H 1.14063 -0.48642 1.30319
H -0.25356 -0.89725 -1.41083
H -0.01912 1.40594 1.43527
H -0.98876 2.48754 -1.44250
```

Computed properties:
E_HOMO, eV: -10.0
M, g/mol: 119.08
Lowest unoccupied orbital energy, eV: 0.4
Gap between HOMO and LUMO, eV: 10.38
Net charge: 0
SMILES: C=CC(O)(O)[N+](=O)[O-]


Version b
The following is a DFT calculation (ωB97M-V/def2-TZVPD) of a cluster of 2 separate species, C3H5NO4 in total.

XYZ file:
```
13
C3H5NO4 ωB97M-V/def2-TZVPD
C -0.45426 0.29340 0.70501
C -2.16893 -0.15802 -0.99110
C -1.21672 -0.79829 -0.11004
N 0.64110 -0.12661 1.34837
O -0.88605 1.40893 0.85660
O -1.07679 -1.95291 0.16979
O -2.09586 0.04910 -2.16139
O 2.32660 0.61248 -0.74913
H -2.84237 0.35914 -0.24551
H 1.01094 -1.03485 1.24202
H 1.13631 0.47235 2.10556
H 2.80764 -0.20505 -0.76364
H 2.81839 1.08034 -1.40654
```

Computed properties:
E_HOMO, eV: -9.5
M, g/mol: 119.08
Lowest unoccupied orbital energy, eV: -0.2
Gap between HOMO and LUMO, eV: 9.29
Net charge: 0
SMILES: NC(=O)C(=O)C=O.O


Least stable structure: version a